Record 1
122
Properties=species:S:1:pos:R:3:forces:R:3 method="wB97M-V/def2-TZVPD" energy_ev=-122083.5254 gap_ha="0.1983 / 0.1644"
Bi 0.0000 0.0000 0.0000 4.0 3.8 -0.2
C 6.4637 -1.9853 0.7085 -0.1 0.0 0.0
C 5.7212 -1.4999 -0.3604 -0.3 0.1 0.1
C 4.4448 -0.9713 -0.1438 0.1 -0.1 0.0
C 3.8888 -0.8941 1.1423 0.8 -0.2 -0.1
C 4.6420 -1.4287 2.1986 0.3 -0.1 0.0
C 5.9208 -1.9578 1.9894 -0.4 0.2 -0.1
P 2.1947 -0.2168 1.3047 2.5 0.5 0.8
C 1.4966 -1.3992 2.4980 -0.5 -0.4 0.6
C 0.9452 -2.5838 1.9713 -0.6 1.3 8.5
C 0.4185 -3.5750 2.8030 0.1 0.6 0.2
C 0.4393 -3.4029 4.1820 -0.1 0.1 0.0
C 0.9824 -2.2411 4.7231 0.1 0.2 -0.2
C 1.5001 -1.2442 3.8878 0.0 -0.2 0.3
C 2.3386 1.4216 2.1474 0.4 0.9 0.8
C 3.3495 1.6172 3.1142 -0.2 0.2 0.1
C 3.5057 2.8195 3.8069 0.0 -0.4 -0.2
C 2.6543 3.8783 3.5503 -0.2 0.1 -0.2
C 1.6575 3.7403 2.5886 0.2 -0.6 -0.1
C 1.4798 2.5370 1.8570 0.4 -0.4 0.5
Si 0.0963 2.5474 0.5554 0.2 1.0 0.4
C -1.4819 3.1129 1.3554 -0.7 0.2 0.4
C -1.8798 4.4571 1.4715 -0.4 0.1 0.2
C -3.0727 4.8106 2.1073 0.4 0.0 -0.2
C -3.8957 3.8282 2.6395 0.0 -0.4 0.0
C -3.5281 2.4903 2.5291 0.2 0.4 -0.2
C -2.3327 2.1192 1.8830 -0.9 0.7 0.8
P -1.7902 0.3692 1.7626 -3.5 3.5 3.5
C -2.0100 -0.0693 3.5402 0.1 -0.2 0.5
C -2.9123 -1.0196 4.0329 0.0 -0.1 0.2
C -3.0100 -1.2799 5.4061 0.2 0.2 -0.1
C -2.2148 -0.5865 6.3143 -0.2 -0.2 -0.1
C -1.3207 0.3712 5.8521 0.0 0.1 -0.6
C -1.2192 0.6232 4.4813 0.0 -0.2 0.1
C -3.1332 -0.4634 0.8543 -7.4 4.4 1.1
C -3.1547 -1.8682 0.7928 -8.8 -4.7 1.4
C -4.1576 -2.5516 0.0975 -0.5 0.4 1.4
C -5.1420 -1.8416 -0.5822 -0.7 0.1 0.6
C -5.1108 -0.4516 -0.5816 -1.0 -0.6 2.2
C -4.1089 0.2280 0.1187 -1.7 -1.0 2.6
C 0.5554 3.6466 -0.8535 0.4 0.4 -0.8
C 0.7560 5.0342 -0.7656 0.0 0.2 -0.5
C 1.0305 5.7966 -1.9033 -0.1 -0.1 0.4
C 1.1288 5.1840 -3.1464 0.0 -0.4 -0.1
C 0.9840 3.8027 -3.2477 0.0 0.3 0.3
C 0.7102 3.0240 -2.1086 0.0 1.1 -0.9
P 0.7215 1.1853 -2.1285 1.2 2.0 -2.5
C 2.3267 0.9898 -3.0222 0.5 -0.1 -0.1
C 2.4894 0.3501 -4.2565 0.2 0.0 -0.1
C 3.7489 0.2641 -4.8642 -0.1 0.1 0.3
C 4.8688 0.8211 -4.2525 -0.1 -0.1 -0.2
C 4.7326 1.4699 -3.0322 -0.5 0.0 0.2
C 3.4765 1.5516 -2.4257 0.0 -0.1 -0.1
C -0.5737 0.7071 -3.3138 -0.4 0.3 -1.2
C -1.5373 1.5954 -3.8136 0.3 0.1 -0.9
C -2.5296 1.1656 -4.7018 0.7 0.0 -0.3
C -2.5913 -0.1685 -5.0907 0.4 0.3 -0.4
C -1.6746 -1.0779 -4.5749 0.4 0.7 -0.3
C -0.6879 -0.6460 -3.6833 0.2 0.1 -1.3
H 7.4538 -2.4005 0.5434 -0.1 0.1 0.0
H 6.1222 -1.5399 -1.3704 -0.1 0.0 0.1
H 3.8740 -0.6446 -1.0061 -0.1 0.1 0.1
H 4.2456 -1.4542 3.2105 -0.1 0.0 -0.1
H 6.4843 -2.3571 2.8277 -0.1 0.1 -0.1
H 0.9243 -2.7484 0.8950 -3.2 3.1 9.1
H -0.0029 -4.4780 2.3709 0.1 -0.1 -0.1
H 0.0276 -4.1674 4.8345 0.0 0.1 0.0
H 0.9878 -2.0975 5.8003 0.0 0.0 -0.2
H 1.8997 -0.3488 4.3525 0.0 0.0 -0.1
H 4.0458 0.8256 3.3663 -0.1 -0.1 -0.2
H 4.2943 2.9193 4.5477 -0.1 -0.1 -0.1
H 2.7657 4.8145 4.0902 0.0 -0.1 -0.1
H 1.0111 4.5997 2.4186 -0.1 -0.2 -0.1
H -1.2731 5.2641 1.0755 0.1 -0.1 -0.1
H -3.3536 5.8575 2.1891 0.1 -0.1 0.0
H -4.8190 4.0990 3.1436 0.1 0.0 -0.1
H -4.1815 1.7333 2.9581 0.2 0.0 -0.1
H -3.5700 -1.5724 3.3717 0.1 0.1 -0.1
H -3.7152 -2.0257 5.7632 0.1 0.1 -0.1
H -2.2936 -0.7908 7.3782 0.0 0.0 -0.1
H -0.6947 0.9210 6.5492 -0.1 0.0 -0.1
H -0.5025 1.3744 4.1515 -0.1 -0.1 -0.1
H -2.3877 -2.4502 1.3017 -3.5 -1.8 0.8
H -4.1642 -3.6380 0.0848 0.2 0.1 0.0
H -5.9220 -2.3685 -1.1247 0.1 0.0 0.0
H -5.8595 0.1119 -1.1323 0.1 -0.1 0.2
H -4.1080 1.3137 0.0626 0.0 -0.2 0.4
H 0.7109 5.5500 0.1895 0.0 -0.1 0.0
H 1.1734 6.8705 -1.8147 0.0 -0.1 0.0
H 1.3495 5.7737 -4.0316 0.0 -0.1 0.1
H 1.1166 3.3325 -4.2200 -0.1 0.0 0.2
H 1.6475 -0.0803 -4.7879 -0.1 0.1 0.2
H 3.8503 -0.2349 -5.8247 -0.1 0.1 0.1
H 5.8432 0.7551 -4.7286 -0.1 0.0 0.0
H 5.5972 1.9118 -2.5436 -0.1 -0.1 -0.1
H 3.4071 2.0653 -1.4667 -0.1 -0.1 -0.1
H -1.5494 2.6403 -3.5151 0.2 -0.1 0.0
H -3.2590 1.8771 -5.0800 0.1 -0.1 0.1
H -3.3620 -0.5007 -5.7806 0.1 0.0 0.1
H -1.7283 -2.1257 -4.8577 0.0 0.1 0.1
H 0.0032 -1.3855 -3.2812 0.0 0.2 -0.3
S -0.7085 -4.0059 -1.2627 -1.8 -0.3 -0.8
C 0.7218 -4.4203 -0.4403 1.0 -0.1 0.3
C 1.3133 -3.3391 0.1542 4.0 -8.1 -10.4
C 0.5647 -2.1689 -0.0826 -2.7 2.5 -8.2
C -0.6213 -2.2832 -0.8576 2.0 -3.1 -2.1
C -1.7934 -1.3606 -1.4130 -0.1 -1.9 -1.8
C -2.8148 -1.9460 -2.1793 -0.3 0.6 -0.6
C -3.8703 -1.1814 -2.6930 1.4 -1.5 -0.5
C -3.9203 0.1793 -2.4483 1.6 1.3 -0.4
C -2.9077 0.7283 -1.6950 0.9 -0.2 -1.7
N -1.8797 0.0138 -1.1885 -0.3 -0.4 -0.9
H 1.0637 -5.4462 -0.4319 0.0 0.1 -0.1
H 2.2305 -3.3840 0.7264 0.7 -0.2 -1.2
H -2.8354 -3.0052 -2.4075 0.2 0.0 0.2
H -4.6479 -1.6596 -3.2829 0.2 0.0 0.1
H -4.7253 0.7936 -2.8338 0.3 0.1 0.0
H -2.8879 1.7899 -1.4669 0.2 -0.1 -0.1
O -1.4885 -1.2227 0.8891 12.5 -2.9 4.8
H -0.9980 -2.0252 1.1987 0.8 0.7 -0.1
H -2.0336 -1.5436 0.1272 0.6 -0.8 -2.0
H 0.2985 -0.5601 -1.7547 1.0 -0.3 -0.5

Record 2
20
Properties=species:S:1:pos:R:3:forces:R:3 method="wB97M-V/def2-TZVPD" e_above_lowest_kj_mol=164.50 energy_ev=-11521.0611 smiles="CCCCC(=O)O.O" gap_ha=0.4015
C 2.6832 0.1228 -0.8849 2.9 -0.3 0.9
C 1.3441 -0.4116 -1.0080 -3.8 -0.3 0.8
C 0.3275 -0.3584 0.2719 0.8 0.2 -2.2
C -0.8184 0.6439 0.1777 -2.6 -0.7 -1.8
C -1.1179 1.2257 1.5377 1.0 4.2 0.5
O -1.0776 0.9130 2.6903 -0.5 -2.2 -0.3
O -1.1587 2.6310 1.3495 -1.1 0.1 -0.7
H 3.5089 -0.5956 -0.6519 -0.9 0.4 0.3
H 2.7503 0.9569 -0.2231 0.0 0.5 1.1
H 3.0370 0.5799 -1.7708 0.1 0.2 -1.4
H 1.2727 -1.4533 -1.2116 0.6 -0.8 -0.8
H 0.8882 0.1166 -1.8479 -0.5 -0.2 0.1
H 0.8985 0.0134 1.0752 1.0 -0.4 1.3
H -0.0954 -1.3784 0.4273 0.6 0.9 0.3
H -0.7937 1.5225 -0.5976 0.5 -1.7 1.7
H -1.7372 0.0246 -0.1849 1.2 1.2 0.7
H -1.5769 3.1155 2.0972 0.6 -1.0 -0.3
O -2.8597 -2.3003 -0.6480 0.0 1.6 -1.8
H -3.3302 -2.4673 0.1343 -0.7 -0.6 1.6
H -2.1447 -2.9009 -0.7324 0.8 -1.0 0.2

Record 3
102
Properties=species:S:1:pos:R:3:forces:R:3 method="wB97M-V/def2-TZVPD" s_squared=15.7597 energy_ev=-200224.8973 multiplicity=8 gap_ha="0.2360 / 0.2737"
Eu 0.6643 0.4393 -0.1258 -0.5 -0.5 -0.5
C -2.8179 1.2253 -1.4465 0.0 0.0 0.0
O -1.7613 0.2904 -1.6478 0.1 -0.1 0.1
C -1.9180 -0.6125 -2.6620 0.1 0.0 0.0
C -3.0549 -0.7324 -3.4366 -0.1 0.0 0.0
C -3.0777 -1.6600 -4.4755 0.1 0.0 0.0
Br -4.6554 -1.8210 -5.5064 0.0 0.0 0.0
C -1.9790 -2.4292 -4.7790 0.0 0.1 0.0
C -0.8255 -2.2977 -4.0021 0.1 0.0 0.1
C -0.8185 -1.4457 -2.9085 0.0 0.1 -0.1
O 0.2193 -1.3418 -2.0354 0.0 0.0 0.2
C 0.3896 -3.0425 -4.3707 0.0 0.1 0.0
N 0.4210 -4.2643 -4.8108 0.1 0.0 0.0
C 1.7649 -4.5190 -5.0611 -0.1 0.0 0.0
C 2.3744 -5.6745 -5.5469 0.0 0.0 0.0
C 3.7435 -5.6556 -5.7146 0.0 0.0 0.0
C 4.5031 -4.5150 -5.4063 0.0 0.0 0.0
C 3.9177 -3.3635 -4.9193 0.0 0.0 0.0
C 2.5385 -3.3955 -4.7526 0.0 0.1 0.0
N 1.6353 -2.4515 -4.2924 -0.1 -0.1 0.1
H -3.7373 0.7152 -1.1569 0.0 0.0 0.0
H -2.9909 1.8042 -2.3567 0.0 0.0 0.0
H -2.4948 1.8694 -0.6315 0.0 0.0 0.0
H -3.9225 -0.1180 -3.2496 0.0 0.0 0.0
H -1.9738 -3.1224 -5.6070 0.0 0.0 0.0
H 0.9291 -1.9767 -2.2118 -0.1 0.0 0.0
H 1.7846 -6.5496 -5.7819 0.0 0.0 0.0
H 4.2481 -6.5359 -6.0894 0.0 0.0 0.0
H 5.5752 -4.5421 -5.5502 0.0 0.0 0.0
H 4.5040 -2.4887 -4.6730 0.0 0.0 0.0
H 1.8041 -1.4605 -4.1815 0.1 0.0 0.0
C 1.9295 5.8046 -1.8820 0.0 0.0 0.0
C 2.5786 4.5194 -2.2223 0.0 0.1 -0.1
N 3.8287 4.3556 -2.5079 0.0 0.1 0.0
N 3.9480 3.0153 -2.7372 0.0 -0.1 0.0
C 2.8081 2.3356 -2.5935 -0.1 0.0 0.0
S 2.5630 0.6862 -2.7469 0.0 0.0 0.0
N 1.9046 3.3187 -2.2923 0.2 -0.2 0.1
N 0.5982 3.0623 -1.8896 0.1 0.0 0.0
H 2.6617 6.6020 -1.9750 0.0 0.0 0.0
H 1.5591 5.7615 -0.8572 0.0 0.0 0.0
H 1.0973 6.0091 -2.5573 0.0 0.0 0.0
H 4.8412 2.6033 -2.9407 0.0 0.0 0.0
H -0.0353 3.4316 -2.5882 -0.1 0.0 0.1
H 0.4852 3.5003 -0.9698 0.0 0.1 0.0
C -5.7281 -0.0487 3.3791 0.0 0.0 0.0
C -5.2484 -0.9850 2.2607 0.0 0.0 0.0
C -6.2404 -2.1454 2.1055 0.0 0.0 0.0
C -5.2266 -0.1962 0.9551 0.0 0.1 0.0
C -3.8667 -1.5225 2.6274 0.0 0.0 0.0
C -3.7410 -2.3547 3.7566 0.0 0.1 0.0
C -2.5259 -2.8542 4.1677 0.0 0.0 0.0
C -1.3889 -2.5074 3.4446 -0.1 0.0 0.0
S 0.2565 -2.9791 3.6752 -0.1 0.0 0.0
C 0.7136 -2.0253 2.2793 0.1 0.0 0.0
N -0.2748 -1.3919 1.7081 0.2 -0.1 -0.1
C -1.4815 -1.6700 2.3341 0.0 0.0 -0.1
C -2.7269 -1.1944 1.9162 -0.1 0.0 0.1
C 2.1219 -1.9987 1.8337 -0.2 -0.1 0.0
C 3.0519 -2.7954 2.5136 0.1 0.1 0.0
C 4.3739 -2.7963 2.1134 0.0 0.0 0.0
C 4.7530 -2.0059 1.0320 0.0 0.0 0.0
C 3.8092 -1.2360 0.3673 -0.1 0.0 0.0
C 2.4491 -1.1982 0.7263 0.2 -0.1 -0.1
H -6.7270 0.3307 3.1542 0.0 0.0 0.0
H -5.0523 0.8017 3.4860 0.0 0.0 0.0
H -5.7705 -0.5653 4.3381 0.0 0.0 0.0
H -7.2180 -1.7687 1.7981 0.0 0.0 0.0
H -6.3760 -2.6910 3.0390 0.0 0.0 0.0
H -5.8958 -2.8550 1.3513 0.0 0.0 0.0
H -6.2358 0.1442 0.7163 0.0 0.0 0.0
H -4.8750 -0.8102 0.1226 0.0 0.0 0.0
H -4.5846 0.6840 1.0332 0.0 0.0 0.0
H -4.6245 -2.6170 4.3232 0.0 0.0 0.0
H -2.4649 -3.5028 5.0315 0.0 0.0 0.0
H -2.7703 -0.5654 1.0382 0.0 0.0 0.0
H 2.7665 -3.4177 3.3549 -0.1 0.0 0.0
H 5.1004 -3.4075 2.6330 0.0 0.0 0.0
H 5.7884 -1.9994 0.7094 0.0 0.0 0.0
H 4.1485 -0.6319 -0.4712 0.0 0.0 0.0
N -1.6226 3.4773 3.9640 -0.1 -0.1 0.0
C -1.3689 3.3373 2.6552 0.0 0.2 0.1
N -1.2754 4.4706 1.9290 -0.1 -0.2 0.1
S -1.2349 1.7969 2.0014 -0.1 -0.1 0.0
H -1.7074 4.3758 4.4062 0.0 0.0 0.0
H -1.6889 2.6460 4.5242 0.0 0.0 0.0
H -1.0979 5.3291 2.4291 0.0 0.0 0.0
H -0.6974 4.3603 1.1064 0.1 0.1 0.0
Cl 3.6685 2.6904 6.8738 0.0 0.0 -0.1
C 3.1701 2.8320 5.2077 0.0 0.0 0.2
C 2.6135 4.0264 4.7747 0.0 -0.1 0.0
C 2.2101 4.1270 3.4541 0.0 0.0 0.0
C 2.3690 3.0568 2.5804 -0.1 0.2 0.0
C 2.9411 1.8752 3.0349 0.0 -0.1 0.0
C 3.3414 1.7537 4.3568 0.0 0.0 0.0
C 1.8739 3.1597 1.1592 0.0 0.1 0.3
O 1.2612 4.1947 0.8011 0.0 0.0 -0.2
O 2.0816 2.1622 0.4208 0.4 0.5 0.0
H 2.5056 4.8524 5.4634 0.0 0.0 0.0
H 1.7715 5.0425 3.0787 0.0 0.0 0.0
H 3.0625 1.0416 2.3531 0.0 0.0 0.0
H 3.7778 0.8348 4.7220 0.0 0.0 0.0

Record 4
12
Properties=species:S:1:pos:R:3:forces:R:3 method="wB97M-V/def2-TZVPD" e_above_lowest_kj_mol=473.58 energy_ev=-21081.9236 gap_ha=0.3510
C 1.3483 0.4057 0.4644 -5.8 -2.3 -3.6
C 1.8105 -0.0775 -0.6709 2.1 1.3 -1.4
C -0.4966 0.0156 -0.0666 5.7 1.1 1.6
N 0.9043 -0.5468 -1.5640 -1.7 -0.3 -0.2
N -0.4222 -0.4659 -1.2354 0.8 0.0 0.0
O -2.3280 -0.6326 1.4708 -0.3 -0.7 0.2
O -1.2582 1.5113 1.9052 0.5 0.0 -0.3
S -1.7912 0.7559 0.7851 -2.1 0.0 0.4
H 1.5507 0.7755 1.3776 1.0 1.3 2.5
H 2.7593 0.1467 -1.2395 -0.5 -0.7 1.4
H 1.1404 -0.9608 -2.4323 0.1 -0.2 -0.6
H -3.2172 -0.9271 1.2057 0.3 0.6 -0.1

Record 5
11
Properties=species:S:1:pos:R:3:forces:R:3 method="wB97M-V/def2-TZVPD" e_above_lowest_kj_mol=476.24 energy_ev=-8772.7588 gap_ha="0.3046 / 0.3046"
C -1.0724 1.5954 -0.1544 -0.1 0.1 -0.1
N 0.6989 0.2533 -0.0330 0.0 -0.6 0.1
C 0.1224 -0.8655 0.2057 -0.2 0.2 0.1
O -0.8975 -1.4413 0.5239 0.4 0.2 -0.1
C 1.4640 -1.7477 -0.0088 0.5 -0.2 -0.6
O 1.9140 -1.9870 -1.0825 -0.2 -0.1 0.6
H -1.7290 0.7535 -0.3747 0.1 0.2 0.1
H -1.4681 2.2310 0.6384 -0.1 0.0 -0.1
H -0.7567 2.1385 -1.0430 -0.1 0.0 0.2
H -0.0775 1.2622 0.3818 -0.2 0.2 0.0
H 1.8018 -2.1924 0.9465 -0.1 0.0 -0.1

Record 6
10
Properties=species:S:1:pos:R:3:forces:R:3 method="wB97M-V/def2-TZVPD" e_above_lowest_kj_mol=290.09 energy_ev=-17092.1385 smiles="C1=CSC=CO1" gap_ha=0.3091
C 0.9821 1.1298 0.0690 -2.7 -2.8 -0.5
C -0.3677 1.3395 0.1513 3.9 1.9 -0.2
S -1.5210 -0.0168 -0.1293 0.2 1.4 0.9
C -0.3237 -1.2552 0.2597 2.3 0.6 -2.0
C 1.0253 -1.1733 -0.0462 -1.5 -1.4 1.7
O 1.7932 -0.0020 -0.1397 -2.6 -1.5 0.0
H 1.6256 1.8800 -0.0555 2.2 3.4 0.3
H -0.2903 2.5503 0.2999 -2.1 -3.1 -0.4
H -0.8050 -2.2145 0.3287 0.3 -0.3 0.2
H 1.5630 -2.1761 0.0106 -0.1 1.9 -0.1

Record 7
64
Properties=species:S:1:pos:R:3:forces:R:3 method="wB97M-V/def2-TZVPD" e_above_lowest_kj_mol=0.00 energy_ev=-71740.8146 charge=-1 gap_ha=0.2224
N -3.5612 3.9697 -6.1982 -0.2 0.0 -0.1
C -3.5473 2.5038 -6.2253 0.2 0.0 0.2
C -2.4284 2.0017 -7.1434 -0.1 -0.1 -0.2
C -0.9887 2.0732 -6.5926 -0.3 0.1 -0.1
N -0.5877 0.7266 -6.0965 0.1 0.0 0.1
C -1.4052 0.2223 -5.0130 -0.1 0.1 -0.1
O -0.6937 -0.9053 -4.4135 -0.1 -0.1 -0.2
C -0.1182 -0.6579 -3.2596 0.0 0.1 0.2
F 0.7633 0.3658 -3.2912 0.0 -0.1 0.0
F 0.5594 -1.7550 -2.8624 0.0 0.0 0.0
F -0.9879 -0.3632 -2.2627 0.1 0.0 0.0
C -0.7246 3.1847 -5.5083 0.4 -0.9 -0.1
O 0.0961 4.0513 -5.8208 0.1 0.5 -0.2
O -1.2481 2.9607 -4.3873 -0.4 0.3 0.3
H -4.2959 4.3442 -6.7850 0.0 0.0 0.1
H -3.6575 4.3424 -5.2633 0.1 -0.1 -0.1
H -4.5118 2.0865 -6.5574 0.1 0.1 0.0
H -3.3671 2.1509 -5.2058 -0.1 0.0 -0.2
H -2.6280 0.9572 -7.4332 0.0 0.2 0.0
H -2.4782 2.5911 -8.0695 0.0 -0.1 0.2
H -0.3179 2.2832 -7.4315 -0.1 -0.1 0.2
H 0.3539 0.8190 -5.7238 0.0 0.1 0.0
H -2.3303 -0.2214 -5.3932 0.1 0.2 0.0
H -1.6132 0.9818 -4.2495 0.1 -0.2 -0.1
C 2.5919 -0.2125 -0.6820 0.1 0.0 0.0
C 2.6892 -0.2402 0.8297 0.1 0.0 0.0
O 4.0715 -0.3376 1.0651 0.0 0.2 0.0
C 4.7361 0.1315 -0.0409 0.0 -0.1 0.0
O 5.9025 0.3298 -0.0747 -0.1 0.0 0.0
O 3.8655 0.3328 -1.0452 0.1 0.0 -0.1
F 2.0890 -1.3462 1.3689 0.0 -0.1 -0.1
H 2.5140 -1.2281 -1.0728 -0.1 0.0 0.0
H 1.7934 0.4012 -1.0822 0.0 0.1 0.0
H 2.2929 0.6388 1.3400 -0.1 -0.1 0.0
C 1.3451 -1.6511 4.5551 0.0 -0.1 0.0
C 0.5058 -0.6738 5.3508 -0.1 -0.1 0.1
O -0.7195 -1.3555 5.5096 0.0 0.0 0.1
C -0.4938 -2.6974 5.3759 0.0 0.0 0.0
O -1.2829 -3.5397 5.6359 0.0 0.1 -0.1
O 0.7643 -2.9054 4.9356 0.0 -0.1 -0.1
F 0.2680 0.4870 4.6846 0.0 0.1 -0.1
H 1.2092 -1.5076 3.4833 0.0 0.1 0.0
H 2.4008 -1.6491 4.8048 0.0 -0.1 0.1
H 0.9029 -0.4239 6.3361 0.0 0.1 0.0
C -2.7292 1.8309 5.2192 0.0 0.0 0.0
C -2.3107 2.9834 4.3259 0.0 0.1 0.1
O -3.4126 3.8643 4.4208 0.1 0.1 0.1
C -4.0848 3.6066 5.5753 -0.1 0.0 0.0
O -4.9414 4.2881 6.0277 0.1 -0.1 -0.1
O -3.6169 2.4680 6.1392 -0.1 0.0 0.0
F -2.1449 2.6088 3.0394 -0.1 -0.1 -0.1
H -3.2750 1.0878 4.6356 0.0 0.0 0.0
H -1.9107 1.3616 5.7536 0.0 0.1 0.1
H -1.4111 3.5102 4.6504 0.0 0.0 -0.1
C 3.4499 -4.4197 2.1651 0.0 0.0 0.0
C 2.7222 -5.6484 2.6800 -0.1 0.1 0.1
O 3.1037 -5.6891 4.0405 -0.2 0.0 0.1
C 3.4690 -4.4415 4.4306 0.2 0.0 0.0
O 3.6614 -4.1026 5.5500 0.0 0.0 -0.1
O 3.5843 -3.6326 3.3509 0.0 0.1 0.0
F 3.1361 -6.7846 2.0723 0.1 0.0 0.0
H 4.4397 -4.7006 1.8013 0.0 0.0 0.0
H 2.9099 -3.8580 1.4118 -0.1 0.1 0.0
H 1.6337 -5.5990 2.6201 0.0 -0.1 -0.1

Record 8
17
Properties=species:S:1:pos:R:3:forces:R:3 method="wB97M-V/def2-TZVPD" e_above_lowest_kj_mol=9.96 energy_ev=-8431.1372 smiles="O[C@@H]1C=CCCC1" gap_ha=0.3848
O 1.8513 -0.8233 1.1706 -0.2 0.1 0.2
C 1.3564 -0.4342 -0.1085 -0.1 0.1 -0.4
C 1.1145 1.0616 -0.2414 -0.1 0.0 0.1
C -0.1023 1.6103 -0.2344 0.1 -0.2 0.0
C -1.3770 0.8387 -0.0093 0.0 0.0 0.0
C -1.1424 -0.6576 0.2515 0.0 0.0 0.0
C 0.0892 -1.2042 -0.4855 -0.1 0.0 0.0
H 1.0988 -0.8840 1.7731 0.2 0.1 0.0
H 2.1740 -0.6997 -0.7887 -0.2 0.0 0.0
H 1.9962 1.6847 -0.3906 -0.2 -0.1 0.1
H -0.2284 2.6838 -0.3887 0.2 -0.2 0.1
H -2.0489 0.9834 -0.8674 0.2 0.0 0.1
H -1.9001 1.2931 0.8445 0.0 -0.1 -0.2
H -1.0245 -0.8222 1.3330 0.0 0.0 -0.2
H -2.0266 -1.2358 -0.0385 0.1 0.1 0.1
H 0.2217 -2.2666 -0.2484 0.0 0.2 -0.1
H -0.0520 -1.1281 -1.5712 0.0 0.0 0.1